# 1
A molecular structure, C18H43BeF6NO6S2Si2, computed with ωB97M-V with the def2-TZVPD basis set.

Values from the calculation:
Gap between HOMO and LUMO (Ha): 0.340
F_max (hartree/bohr): 0.037
Energy relative to the best compared isomer or geometry (same formula, charge and spin) (eV): 0.000
HOMO level (hartree): -0.3281
Total charge: 0

Element x y z (Å)
S 4.1185 -1.5922 1.1817
S 2.1823 -2.8650 -0.1357
Si -0.9542 -1.7683 3.7612
Si 2.5443 0.3452 -3.3037
F 6.2618 -0.1850 1.5919
F 6.6827 -2.0652 0.5181
F 2.6116 -3.5303 -2.6812
F 0.7151 -4.2510 -1.8465
F 5.7020 -0.3974 -0.5249
F 2.5912 -5.2632 -1.3483
O -4.8236 0.6960 -0.0476
O 1.6627 -1.5444 -0.6925
O 1.4608 -3.3958 0.9997
O 0.4410 2.9518 -0.9012
O 3.3567 -0.3052 0.9007
O 4.0571 -2.0689 2.5303
N 3.7601 -2.6294 0.0079
C 2.0281 -4.0660 -1.5797
C 0.8167 -2.2355 4.2680
C -5.8676 1.7120 1.8591
C -4.3677 -0.5021 -0.6454
C 2.4834 1.8587 -4.3948
C 0.6070 4.9292 0.5833
C 0.9519 -0.6203 -3.5700
C 0.2322 3.4530 0.4363
C -5.0041 0.5756 1.3514
C -2.0564 3.0910 -1.3292
C -0.7811 -0.4382 2.4507
C 3.9970 -0.7806 -3.6250
C -0.7163 2.4007 -1.5579
C 5.8098 -1.0556 0.6618
C -4.2636 -0.3039 -2.1464
C -1.7249 -3.1124 2.6861
C -1.9830 -0.9675 5.0862
C 2.7101 1.0582 -1.5530
Be 2.6623 -0.2310 -0.5683
H -1.9633 4.1343 -1.0007
H -1.5540 -0.1350 1.7224
H 1.5240 -1.3866 4.2034
H -5.4492 2.6778 1.5633
H -4.0072 0.6106 1.8369
H 4.9080 -0.1862 -3.7610
H -0.0694 -1.1128 1.9845
H -4.0224 -1.2618 -2.6135
H -5.0592 -1.3383 -0.4493
H -3.3703 -0.7612 -0.2447
H -5.1916 0.0621 -2.6048
H -1.4782 -0.0446 5.4161
H 3.1490 2.6215 -3.9755
H -2.4682 -3.6543 3.2913
H -2.9574 -0.6812 4.6585
H 0.8356 2.8549 1.1275
H -0.2436 0.4440 2.8231
H 0.1050 0.0586 -3.7341
H 1.9005 1.7768 -1.3435
H -0.8054 1.3324 -1.3043
H 1.6903 5.0779 0.6165
H -5.9063 1.6566 2.9476
H 0.2075 5.5650 -0.2215
H 0.6906 -1.2850 -2.7376
H -0.9342 -3.8003 2.3410
H 3.8546 -1.3853 -4.5250
H -2.5789 3.0712 -2.2972
H -2.2168 -2.6972 1.7905
H 0.8051 -2.6032 5.3072
H 1.2171 -3.0277 3.6100
H -5.4887 -0.3766 1.6229
H 1.4682 2.2733 -4.4264
H -6.8954 1.6408 1.4885
H 2.8034 1.6261 -5.4170
H -3.4562 0.4080 -2.3563
H 1.0654 -1.2398 -4.4718
H -2.6488 2.5038 -0.6131
H 4.1954 -1.4761 -2.8020
H 3.6413 1.6303 -1.4478
H -2.1419 -1.6108 5.9547
H 0.2195 5.3385 1.5203
H -0.4515 2.4350 -2.6263
H -0.8264 3.3674 0.7237

***

# 2
2 unconnected molecules or ions with the total composition C13H20B2FNO5, computed with ωB97M-V with the def2-TZVPD basis set.

Values from the calculation:
Gap between HOMO and LUMO (Ha): 0.160
F_max (hartree/bohr): 0.019
HOMO level (hartree): -0.0024
Total charge: -2

Element x y z (Å)
F 2.9914 0.2584 -0.4520
O -3.0475 -2.9017 -3.9096
O -1.3750 -0.5018 2.7126
O -2.1803 1.7113 -1.1834
O -2.6889 1.7871 -3.8717
O -2.8316 -2.9332 -1.1785
N 1.5704 1.8052 3.2470
C -2.9151 -1.8121 -3.3218
C -2.9080 -0.5568 -3.9568
C -2.5326 -0.6025 -1.1132
C 0.7263 2.0904 2.0658
C 0.5584 -1.9194 1.8387
C -2.7579 -1.8422 -1.7637
C 2.8111 1.1290 2.9093
C 0.6779 0.8712 -0.4032
C 2.2328 1.5505 -2.2895
C 2.0766 1.2878 -0.8053
C -0.3516 -3.0175 1.2240
C -2.7009 0.6802 -3.3074
C -2.4525 0.6375 -1.7660
B -0.2244 -0.5454 1.9189
B 0.3904 0.8443 1.1344
H 1.0402 1.2720 3.9233
H 3.2661 1.6326 2.0542
H -1.2052 -2.6277 0.6691
H -3.0642 -0.5584 -5.0327
H 1.1536 2.9552 1.5427
H -1.2462 -0.8735 3.5933
H -0.7502 -3.6714 2.0038
H 2.6965 0.0672 2.6429
H -0.2564 2.4070 2.4420
H -2.4217 -0.5901 -0.0294
H 3.5185 1.1929 3.7425
H 2.1157 0.6195 -2.8457
H -0.0564 1.5483 -0.8711
H 3.2187 1.9696 -2.5132
H 0.8675 -2.2135 2.8565
H 0.4841 -0.1146 -0.8425
H 0.2101 -3.6458 0.5319
H 1.4826 -1.8213 1.2604
H 1.4743 2.2620 -2.6164
H 2.4031 2.1696 -0.2399

***

# 3
5 unconnected molecules or ions with the total composition C20H36F12NO9, computed with ωB97M-V with the def2-TZVPD basis set.

Values from the calculation:
Gap between HOMO and LUMO (Ha): 0.252
F_max (hartree/bohr): 0.065
HOMO level (hartree): -0.0338
Total charge: -3

Element x y z (Å)
F -2.9671 -6.0219 -0.0651
F -4.6927 -5.2720 -1.1519
F 4.5492 0.2535 -2.8833
F 3.4769 -5.3434 2.8648
F 3.8472 -0.5927 -0.9647
F 4.4797 -4.7950 4.7131
F -4.7631 6.7936 2.5729
F -3.7679 6.0892 4.4177
F 2.3778 -4.8741 4.6356
F 4.6417 -1.8628 -2.7091
F -4.0587 8.0665 4.1534
F -4.0397 -4.3678 0.7782
O -1.8449 -3.1688 -0.3853
O -0.6082 0.5971 2.3381
O 1.8060 -1.9268 -2.4030
O -2.5954 7.6070 1.4690
O -1.4754 7.5533 3.5620
O 2.6283 -2.6635 2.5316
O 2.5849 -0.9250 -4.2833
O -3.2822 -3.4134 -2.1972
O 4.8576 -2.9679 2.8271
N 0.7261 -1.9012 0.0008
C -2.4925 -3.9898 -1.1648
C 1.2333 0.6291 -5.6243
C -3.4988 -1.0513 -2.7842
C -3.9960 -2.2126 -1.9348
C -3.7115 7.0175 3.4339
C 3.4702 -4.4866 3.9177
C -0.1902 -0.6906 1.9102
C 3.5154 -2.9597 3.3536
C -3.5828 -4.8352 -0.4007
C 6.3811 -2.5322 1.0319
C 1.3403 -0.8092 -4.9072
C 4.9946 -2.1299 1.6365
C -2.3256 7.0133 2.7421
C 3.8650 -0.7981 -2.4025
C -0.5667 0.9773 3.6849
C 2.4220 -0.9414 -2.8607
C -3.4786 7.5990 -0.7091
C -3.0128 6.6627 0.4136
C -0.8642 -0.0558 -0.5467
C 0.2501 -0.5550 0.4183
H -1.4215 0.4755 4.2568
H 2.0101 0.9131 -6.3498
H 1.2186 1.4095 -4.8941
H 1.1249 -1.6831 -5.5646
H 7.1126 -2.7298 1.8292
H 2.0503 0.0532 -2.6031
H 3.5542 -2.3949 4.3296
H -2.3755 -0.8416 -2.8105
H -1.9652 -4.7691 -1.6905
H -0.1614 -2.4855 0.0436
H -1.2345 0.9048 -0.2614
H -4.4001 8.0208 -0.3674
H 0.2702 0.7786 -6.1850
H 0.6957 -0.9576 2.5001
H -0.9716 -1.4338 2.0005
H -3.8709 -2.0752 -0.8514
H -3.8678 6.1059 0.7276
H -3.9559 -0.1018 -2.5181
H -1.7399 -0.7613 -0.4960
H -2.7148 8.3383 -0.8739
H 1.0771 0.1652 0.2592
H 0.5728 -0.8335 -4.1855
H -2.0087 5.9211 2.4879
H -0.5476 -0.1119 -1.5649
H -5.0149 -2.4499 -2.1929
H 0.3615 0.7745 4.2294
H 1.2832 -1.8555 -0.9346
H 4.1528 -2.2748 0.9808
H -3.6627 6.9559 -1.5882
H 6.3270 -3.4749 0.4317
H -2.0909 6.1057 0.2121
H -3.7679 -1.3677 -3.8208
H 6.6487 -1.7092 0.3282
H 1.3629 -2.2870 0.6555
H 5.0284 -1.1048 1.8455
H -0.7121 2.0654 3.6056

***

# 4
A molecular structure, C24H46AuIN5OP, computed with ωB97M-V with the def2-TZVPD basis set.

Values from the calculation:
Gap between HOMO and LUMO (spin up / spin down) (Ha): 0.037 / 0.188
Multiplicity: 3
F_max (hartree/bohr): 0.093
Energy relative to the best compared isomer or geometry (same formula, charge and spin) (eV): 0.000
HOMO level (spin up / spin down) (hartree): 0.0835 / -0.0337
Total charge: -2

Element x y z (Å)
Au -1.6159 0.0661 -0.3964
I -4.2871 2.1243 -2.4410
P 1.7200 -0.7839 0.4369
O -4.6005 0.4982 0.4447
N -2.5567 0.3801 2.7815
N -1.5837 -1.2888 -3.0476
N 0.1636 -0.6993 0.1490
N -1.2558 0.8177 -3.3061
N -2.5838 2.3695 1.8449
C -5.9227 3.3216 -1.7756
C -1.0254 2.2205 -3.0261
C -2.6812 1.3141 3.7699
C -3.4078 0.5679 0.5107
C -1.1329 0.2438 -4.5684
C 2.1874 0.3614 1.8523
C 3.4764 -2.7443 1.4569
C -1.7280 -2.5850 -2.4081
C 1.0187 -3.0570 1.9327
C 1.9375 -0.9878 -2.3581
C -2.4088 -1.0626 2.9189
C -2.5030 1.0301 1.5788
C -1.5471 -0.1185 -2.3848
C 3.7074 0.6400 1.9012
C 1.4494 1.7055 1.6990
C 2.6096 -0.2968 -1.1589
C -2.6942 2.5628 3.1895
C 2.4433 1.2110 -1.3640
C 1.8703 -3.4589 -0.3347
C 2.0532 -2.5715 0.9057
C 4.0943 -0.6754 -1.1484
C -2.5243 3.3684 0.7984
C 1.7539 -0.2429 3.2008
C -1.3311 -1.0809 -4.4030
H -1.7945 2.6171 -2.3347
H 3.7035 -2.0733 2.2927
H 3.8954 1.1795 2.8461
H -2.6588 -1.3468 3.9516
H -0.8869 0.8420 -5.4313
H 4.3060 -0.2809 1.9141
H 2.2885 -0.5359 -3.3009
H 2.1389 -2.0626 -2.4059
H 4.6171 -0.2472 -0.2869
H -1.1034 2.7402 -3.9874
H -2.4032 -3.2127 -3.0080
H 1.6553 2.3083 2.5989
H 4.2374 -2.6245 0.6747
H -2.1279 -2.4371 -1.3878
H -3.1086 3.0748 -0.0948
H 1.7597 -4.5023 -0.0006
H 2.7291 -3.4056 -1.0169
H 0.6839 -0.5004 3.1959
H 3.5481 -3.7742 1.8339
H 3.0895 1.7947 -0.6989
H -6.6384 3.4750 -2.5869
H 1.3987 1.5105 -1.2174
H 1.0493 -4.1554 1.9359
H 1.9249 0.5313 3.9692
H -6.3776 2.8197 -0.9317
H -1.3375 -1.8903 -5.1119
H 2.3517 -1.1274 3.4636
H 4.0393 1.2768 1.0683
H -1.3708 -1.3480 2.6713
H 0.0162 -2.7352 1.6339
H 0.9506 -3.1930 -0.8700
H 4.2416 -1.7641 -1.1855
H -0.7454 -3.0908 -2.3402
H -3.0793 -1.5819 2.2190
H 2.7214 1.4621 -2.3993
H 0.3668 1.5386 1.6245
H -1.4700 3.5300 0.5101
H 0.8535 -0.8460 -2.2952
H -2.8428 1.0355 4.7952
H -0.0299 2.3612 -2.5696
H 1.7837 2.2773 0.8247
H -2.7856 3.5674 3.5901
H 4.5387 -0.2381 -2.0570
H -2.9384 4.3008 1.1909
H 1.2250 -2.7083 2.9465
H -5.5098 4.2897 -1.4829

***

# 5
2 unconnected molecules or ions with the total composition C25H41BF3N6O8S, computed with ωB97M-V with the def2-TZVPD basis set.

Values from the calculation:
Gap between HOMO and LUMO (Ha): 0.296
F_max (hartree/bohr): 0.030
HOMO level (hartree): -0.4030
Total charge: +1

Element x y z (Å)
S 2.7416 -1.0881 -0.4137
F -5.4705 -0.2404 -1.3798
F -4.7235 0.9866 0.2594
F -6.2436 -0.4979 0.6129
O -5.4130 -3.2144 -0.3740
O 0.2137 0.3529 -0.4319
O 2.1286 2.2282 2.2605
O -2.6305 -0.3302 -1.6455
O -2.0330 2.9857 -3.0054
O -1.9035 -0.2481 0.5853
O 2.5235 -1.6654 2.2030
O 0.0103 -0.0539 1.9281
N -3.3731 -2.8573 -1.3533
N 3.4948 -3.6519 2.3661
N -4.0701 -1.5555 1.6302
N -1.6690 -5.6279 1.1816
N 3.7264 3.8704 0.3258
N 3.5650 -3.2319 1.0362
C -1.9529 -4.7186 0.2568
C 1.1497 -3.4044 -1.0180
C 3.7108 4.8249 -0.8271
C -2.9173 1.0514 -1.8359
C 5.0716 3.8975 0.9663
C 2.6575 4.3345 1.2860
C 2.9837 -2.0906 0.9868
C 2.4881 3.5667 2.5728
C -5.1414 -0.2596 -0.0725
C -4.4192 -2.5887 -0.5285
C 3.4592 2.4950 -0.2159
C -0.8510 -3.8761 2.5809
C -4.0392 -1.2966 0.2185
C -1.7309 -3.3358 0.4001
C -1.1473 -2.9299 1.6065
C 2.1533 -2.3664 -1.5642
C -2.0582 1.5664 -2.9859
C -2.6232 -0.9592 -0.3939
C -1.5539 4.1829 -0.9345
C -2.0846 -2.4022 -0.7610
C -1.1379 -5.2230 2.3295
C -1.0294 3.6193 -2.2582
C -0.0318 -3.5365 -1.9946
C -1.0559 -2.4041 -1.9233
C 2.8933 -2.6971 2.9870
B -0.5643 0.0219 0.6541
H 5.8155 3.6408 0.2165
H 2.4150 2.4258 -0.5082
H -2.6363 4.2987 -0.9940
H 3.3867 3.5977 3.1946
H 3.9058 5.8293 -0.4598
H 2.7330 4.7811 -1.3017
H 4.1042 2.3549 -1.0803
H -0.1879 2.9401 -2.0870
H 2.6674 -2.6400 4.0412
H -1.6625 -2.4256 -2.8296
H -0.9358 -5.9809 3.0766
H 5.2610 4.8963 1.3526
H 3.6890 1.7550 0.5401
H 4.4825 4.5295 -1.5322
H 1.0988 -0.0319 -0.2862
H 2.2465 1.6878 3.0512
H -1.3315 3.5264 -0.0887
H -1.0541 1.1368 -2.9276
H -0.4050 -3.5879 3.5253
H 1.6711 -4.3584 -0.9575
H -2.5025 1.2711 -3.9381
H -0.9364 -1.8963 1.8214
H 3.0482 -2.8730 -1.9281
H 1.7389 -1.8148 -2.4098
H 5.1000 3.1682 1.7701
H -3.4550 -0.9617 2.1646
H -3.3838 -3.6896 -1.9249
H 0.8205 -3.1339 -0.0158
H 1.7298 4.3109 0.7196
H 0.4116 -3.4830 -2.9959
H 1.6899 4.0689 3.1267
H -0.5117 -1.4577 -1.9574
H -1.1321 5.1693 -0.7288
H 2.9007 5.3692 1.5281
H -3.9636 1.1858 -2.1055
H 0.3326 0.8273 2.1621
H -3.9738 -2.5273 1.8776
H -0.6580 4.4437 -2.8797
H -2.3899 -5.1095 -0.6561
H -2.7397 1.6499 -0.9426
H -0.4922 -4.5257 -1.9503

***

# 6
A gas-phase ion, BrHNO2S (charge -1), computed with ωB97M-V with the def2-TZVPD basis set.

Values from the calculation:
Gap between HOMO and LUMO (Ha): 0.276
F_max (hartree/bohr): 0.031
Energy relative to the best compared isomer or geometry (same formula, charge and spin) (eV): 0.000
HOMO level (hartree): -0.1520
Total charge: -1

Element x y z (Å)
Br -0.8895 -2.1260 -0.5956
S -0.0641 0.7228 0.7666
O -1.4544 1.0785 0.4122
O 0.9101 1.6421 0.1290
N 0.2747 -0.4957 -0.4684
H 1.2232 -0.8217 -0.2437

***

# 7
A gas-phase ion, C4H8O2P (charge -1), computed with ωB97M-V with the def2-TZVPD basis set.

Values from the calculation:
Gap between HOMO and LUMO (Ha): 0.263
F_max (hartree/bohr): 0.079
Energy relative to the best compared isomer or geometry (same formula, charge and spin) (eV): 1.579
HOMO level (hartree): -0.1107
Total charge: -1

Element x y z (Å)
P -0.4631 -1.2885 -0.4415
O 1.9773 -2.2010 0.0518
O 1.8796 -0.5743 -1.4859
C 0.0204 1.2376 1.3072
C 1.5187 -1.3979 -0.6947
C -0.2544 -0.2161 1.3394
C -0.9344 0.0369 -1.6515
H 0.0387 0.4611 -2.1278
H -1.2523 -0.4637 1.8343
H 0.5069 -0.8345 1.7591
H -0.3735 1.5914 2.2046
H -1.5221 0.8057 -1.2145
H -0.6239 1.6446 0.5350
H 1.1119 1.4547 1.0753
H -1.6298 -0.2561 -2.4909

***

# 8
A gas-phase ion, C4H3N2 (charge +1), computed with ωB97M-V with the def2-TZVPD basis set.

Values from the calculation:
Gap between HOMO and LUMO (Ha): 0.297
F_max (hartree/bohr): 0.121
Energy relative to the best compared isomer or geometry (same formula, charge and spin) (eV): 0.219
HOMO level (hartree): -0.5695
Total charge: +1

Element x y z (Å)
N -0.0327 0.2357 -0.0812
N -4.1264 0.8110 -0.0417
C -0.9998 -0.4446 -0.0365
C 1.1025 0.7655 0.0411
C -3.3404 -0.0150 0.0461
C -2.2725 -1.0075 0.0631
H 1.0520 1.9097 0.3260
H -2.4055 -2.1539 0.2939
H 1.9973 0.1746 0.1691